(1)
ORCA calculation (wB97M-V/def2-TZVPD) on C20H25F2N6Re as an isolated structure.

Each line ends with the Löwdin charge.
Geometry (Å):
Re 0.2146 0.2911 -0.0890  1.73
C 2.1837 0.3667 2.2871  -0.12
C 1.6856 1.7894 2.0950  -0.12
N 1.2267 2.0396 0.6827  -0.17
C 2.3067 2.4088 -0.2969  -0.14
C 3.1851 1.2148 -0.6038  -0.13
N 2.3536 -0.0158 -0.8767  -0.14
C 2.9389 -1.2713 -0.2889  -0.13
C 2.1674 -1.7400 0.9562  -0.13
N 1.3455 -0.6228 1.5201  -0.16
H 3.2150 0.2447 1.9686  0.12
H 2.1569 0.1110 3.3458  0.15
H 0.8273 1.9769 2.7372  0.12
H 2.4605 2.5075 2.3675  0.15
H 0.6000 2.8428 0.7191  0.14
H 1.7993 2.7669 -1.1942  0.12
H 2.9004 3.2346 0.0981  0.15
H 3.8187 1.4351 -1.4626  0.15
H 3.8561 0.9938 0.2208  0.12
H 2.3420 -0.1394 -1.8856  0.12
H 2.9008 -2.0546 -1.0434  0.13
H 3.9924 -1.1001 -0.0755  0.14
H 1.4805 -2.5462 0.7060  0.12
H 2.8489 -2.1144 1.7203  0.15
H 0.6773 -1.0374 2.1672  0.14
F -3.3938 1.8191 3.6352  0.15
C -3.0159 0.9044 2.7641  -0.25
C -1.8796 1.1451 1.9967  -0.03
C -1.4796 0.1788 1.0734  -0.28
C -2.2161 -1.0149 0.9136  -0.12
C -3.3361 -1.1959 1.7194  -0.19
F -4.0601 -2.3015 1.6044  0.14
C -3.7523 -0.2574 2.6477  0.14
C -1.7511 -1.9428 -0.1284  -0.17
C -2.3488 -3.1312 -0.5218  0.06
C -1.8055 -3.8592 -1.5666  0.04
C -0.6659 -3.3996 -2.2233  0.01
C -0.1057 -2.2263 -1.7917  -0.10
N -0.6214 -1.5150 -0.7608  -0.08
H -1.3595 2.0828 2.1489  0.11
H -4.6313 -0.4337 3.2546  0.17
H -3.2371 -3.4792 -0.0202  0.13
H -2.2762 -4.7841 -1.8752  0.14
H -0.2268 -3.9397 -3.0502  0.14
H 0.7752 -1.8220 -2.2737  0.11
N -2.0627 1.8003 -1.4914  0.05
C -2.4685 2.3445 -2.6387  0.01
C -1.4389 2.2159 -3.5587  0.01
C -0.4246 1.5798 -2.8712  -0.09
N -0.7939 1.3306 -1.5928  -0.17
H -2.5725 1.6996 -0.6245  0.16
H -3.4529 2.7784 -2.7326  0.16
H -1.4365 2.5457 -4.5841  0.14
H 0.5542 1.2956 -3.2271  0.12

Summary:
Largest force on an atom (eV/Å): 0.385
LUMO level (alpha / beta) (eV): -9.1 / -11.5
Charge: +3
HOMO-LUMO gap (alpha / beta) (eV): 8.71 / 6.39
HOMO energy (alpha / beta) (eV): -17.8 / -17.8
2S+1: 4

***

(2)
ORCA calculation (wB97M-V/def2-TZVPD) on a 2-piece molecular cluster, C20H25F2Si overall in a non-equilibrium geometry.

Each line ends with the Löwdin charge.
Geometry (Å):
C 3.1732 2.1866 3.0003  -0.17
Si 1.8021 1.5059 1.9373  0.54
C 2.4452 0.4811 0.5126  -0.17
C 0.5667 0.3757 2.8343  -0.25
C -0.7176 0.1858 2.0253  -0.26
C -1.4746 1.5086 1.8478  -0.22
C -0.7848 2.6081 1.0332  -0.24
H -1.3414 3.5382 1.2432  0.11
C 0.7053 2.8917 1.2947  -0.24
H 2.7662 2.8431 3.7804  0.04
H 3.7360 1.3718 3.4750  0.04
H 3.8641 2.7715 2.3757  0.04
H 1.6359 -0.1200 0.0807  0.00
H 2.8605 1.1055 -0.2909  0.05
H 3.2258 -0.2149 0.8554  0.05
H 1.0481 -0.5785 3.0836  0.08
H 0.3353 0.8704 3.7907  0.09
H -0.5447 -0.3132 1.0399  0.07
H -1.3756 -0.5085 2.5742  0.11
H -2.4437 1.2839 1.3754  0.11
H -1.6916 1.8986 2.8542  0.12
H -0.9329 2.4049 -0.0354  0.09
H 0.7911 3.6987 2.0376  0.08
H 1.1776 3.2685 0.3756  0.08
F -4.0640 0.9617 -2.7575  0.06
C -3.6772 -0.2513 -2.2360  -0.21
C -4.5756 -1.3133 -2.2922  0.05
C -4.1883 -2.5344 -1.7218  -0.03
C -2.9602 -2.6576 -1.0874  0.00
C -2.0212 -1.5909 -1.0991  -0.19
C -0.7041 -1.8301 -0.5720  0.11
C 0.4873 -1.6931 -1.3343  -0.20
C 1.6644 -2.4342 -0.9916  0.01
C 2.8719 -2.1768 -1.6205  -0.03
C 2.9822 -1.1431 -2.5619  0.07
C 1.8125 -0.4980 -2.9635  -0.20
F 1.9018 0.4875 -3.9186  0.07
C 0.5634 -0.7883 -2.4312  0.10
C -2.4142 -0.3458 -1.6606  0.05
H -5.5481 -1.1894 -2.7615  0.14
H -4.8604 -3.3875 -1.7669  0.12
H -2.6668 -3.6003 -0.6206  0.13
H -0.6407 -2.4422 0.3400  0.15
H 1.5852 -3.2093 -0.2265  0.14
H 3.7547 -2.7582 -1.3537  0.13
H 3.9414 -0.8616 -2.9910  0.15
H -0.3346 -0.3152 -2.8193  0.12
H -1.7356 0.5080 -1.6532  0.13

Summary:
Largest force on an atom (eV/Å): 1.997
LUMO level (eV): -6.4
Charge: +1
HOMO-LUMO gap (eV): 5.64
HOMO energy (eV): -12.0
ΔE to the lowest compared entry with this formula, charge and spin (eV): 0.202
2S+1: 1

***

(3)
ORCA calculation (wB97M-V/def2-TZVPD) on C20H25F6N7O3PSTc as an isolated structure.

Each line ends with the Löwdin charge.
Geometry (Å):
Tc -0.7690 0.2158 -1.0152  1.38
N 3.5402 -6.8266 0.0982  0.29
C 2.9714 -5.6514 0.2802  -0.22
C 1.7984 -5.5435 1.1009  0.06
C 1.2304 -4.3212 1.3005  -0.01
C 1.8064 -3.1893 0.6867  -0.19
C 2.9522 -3.2682 -0.1255  0.00
C 3.5369 -4.4844 -0.3350  0.06
S 1.1506 -1.5735 1.0444  0.59
O 0.8223 -1.5771 2.4357  -0.25
O 2.0735 -0.6204 0.5012  -0.30
N -0.1841 -1.3706 0.1640  -0.25
C -1.4619 -1.8745 0.3710  -0.46
N -2.2961 -0.9733 -0.1947  -0.03
C -3.6002 -1.2530 -0.2392  -0.04
C -4.0601 -2.4172 0.3452  0.00
C -3.1257 -3.2503 0.9397  -0.04
N -1.8054 -2.9923 0.9488  0.18
H 3.1727 -7.6682 0.5265  0.16
H 4.3754 -6.9315 -0.4660  0.16
H 1.3893 -6.4313 1.5667  0.14
H 0.3592 -4.2133 1.9317  0.12
H 3.3723 -2.3699 -0.5543  0.13
H 4.4267 -4.5781 -0.9451  0.14
H -4.2538 -0.5401 -0.7249  0.14
H -5.1114 -2.6630 0.3369  0.13
H -3.4350 -4.1695 1.4215  0.14
C -1.2591 3.9453 2.8167  -0.08
N -0.3376 2.7613 3.1961  -0.05
C 1.1314 3.2079 2.9804  -0.08
N 1.3187 3.6719 1.6529  -0.13
C 0.4118 4.7808 1.3511  -0.12
N -0.9917 4.3793 1.4918  -0.13
C -1.4267 3.4420 0.4578  -0.25
P -0.4325 1.8941 0.5921  0.96
C -0.6617 1.5382 2.3882  -0.20
C 1.2691 2.6096 0.6472  -0.25
H -1.0409 4.7310 3.5386  0.16
H -2.2847 3.6006 2.9402  0.15
H -0.4721 2.5449 4.1866  0.19
H 1.7577 2.3467 3.2081  0.16
H 1.3047 4.0017 3.7055  0.16
H 0.5887 5.1295 0.3360  0.15
H 0.6127 5.6009 2.0397  0.15
H -1.2724 3.8711 -0.5327  0.11
H -2.4904 3.2213 0.5604  0.11
H -0.0082 0.7200 2.6988  0.09
H -1.6956 1.2531 2.5882  0.12
H 1.5090 3.0180 -0.3357  0.10
H 1.9932 1.8241 0.8676  0.09
C -1.1456 2.2811 -4.6633  0.06
C -0.6647 1.2876 -3.6250  -0.41
O -1.2632 1.4958 -2.3612  -0.29
C -1.0053 -0.1582 -4.0611  -0.52
F -0.2534 -0.6307 -5.0237  0.24
F -2.2786 -0.2930 -4.3574  0.22
F -0.7974 -1.0204 -2.9406  0.01
C 0.8477 1.4529 -3.3746  -0.54
F 1.1172 2.6879 -2.9680  0.19
F 1.6318 1.1316 -4.3716  0.24
F 1.2000 0.6223 -2.2918  0.03
H -2.1936 2.1070 -4.8922  0.11
H -0.5604 2.1918 -5.5791  0.12
H -1.0328 3.2873 -4.2661  0.11

Summary:
Largest force on an atom (eV/Å): 0.726
LUMO level (alpha / beta) (eV): -8.4 / -11.1
Charge: +3
HOMO-LUMO gap (alpha / beta) (eV): 8.60 / 5.91
HOMO energy (alpha / beta) (eV): -17.0 / -17.0
ΔE to the lowest compared entry with this formula, charge and spin (eV): 0.000
2S+1: 4

***

(4)
ORCA calculation (wB97M-V/def2-TZVPD) on an isolated ion of composition C20H25N2O and charge +1 in a non-equilibrium geometry.

Each line ends with the Löwdin charge.
Geometry (Å):
C 1.0532 2.6657 -1.1560  0.00
C -0.1791 1.8800 -0.9437  -0.21
C -0.3872 0.7821 -0.1093  -0.12
C 0.6613 0.1085 0.7298  -0.19
N 1.0730 -1.1175 0.0109  0.11
C 2.0745 -1.0545 -1.2243  -0.02
C 3.0986 -2.2244 -1.2914  -0.41
C 3.9375 -2.2441 -2.5597  -0.04
O 4.0116 -2.1009 -0.1797  -0.03
C 0.2068 -0.2178 2.1638  -0.17
C -0.8904 0.4437 2.7070  -0.05
C -1.3340 0.1411 3.9902  -0.05
C -0.6760 -0.8275 4.7576  -0.05
C 0.5285 -1.3617 4.2713  -0.06
C 0.9786 -1.0599 2.9823  -0.04
C -1.7945 0.4388 -0.1729  -0.14
C -2.6386 -0.4759 0.4729  -0.04
C -3.9685 -0.5869 0.0388  -0.07
C -4.4756 0.2193 -1.0047  -0.07
C -3.6622 1.1896 -1.6115  0.00
C -2.3535 1.2915 -1.1640  -0.15
N -1.3459 2.1475 -1.6024  -0.05
C -1.4601 3.0492 -2.7241  0.00
H 1.7548 2.4402 -0.3454  0.08
H 1.5454 2.4169 -2.1078  0.10
H 0.8596 3.7480 -1.1534  0.10
H 1.5504 0.7627 0.7759  0.15
H 0.1860 -1.4981 -0.3691  0.19
H 1.4134 -1.8381 0.6557  0.14
H 2.5829 -0.0810 -1.1860  0.13
H 1.4625 -1.0724 -2.1440  0.14
H 2.4983 -3.1523 -1.2475  0.15
H 3.3175 -2.2252 -3.4681  0.09
H 4.6466 -1.4019 -2.5979  0.10
H 4.5307 -3.1682 -2.6035  0.10
H 3.7824 -2.7448 0.5070  0.10
H -1.3879 1.2342 2.1364  0.13
H -2.2204 0.6544 4.3529  0.12
H -1.0698 -1.1007 5.7425  0.12
H 1.0778 -2.0523 4.9120  0.11
H 1.9557 -1.4207 2.6560  0.11
H -2.2726 -1.0722 1.3152  0.11
H -4.6430 -1.2895 0.5548  0.11
H -5.5058 0.0670 -1.3352  0.11
H -4.0509 1.8692 -2.3633  0.11
H -2.4589 2.9771 -3.1421  0.08
H -1.2678 4.0777 -2.4242  0.10
H -0.7448 2.7841 -3.5021  0.10

Summary:
Largest force on an atom (eV/Å): 2.847
LUMO level (eV): -2.6
Charge: +1
HOMO-LUMO gap (eV): 8.28
HOMO energy (eV): -10.9
ΔE to the lowest compared entry with this formula, charge and spin (eV): 0.719
2S+1: 1